1.
The following is a quantum chemistry calculation of a cluster of 11 separate species, C33H63F6O38P5 in total in a non-equilibrium geometry, from the OMol25 dataset.

Structure (XYZ):
```
145
Properties=species:S:1:pos:R:3
O -17.155 -16.760 -13.061
C -17.611 -15.675 -13.122
O -18.674 -15.225 -12.434
C -18.758 -13.792 -12.618
C -18.032 -13.605 -13.941
F -17.321 -12.450 -14.008
O -17.126 -14.694 -13.929
H -19.775 -13.436 -12.650
H -18.147 -13.305 -11.857
H -18.686 -13.654 -14.798
O -14.781 -17.007 -18.896
C -14.538 -17.504 -17.851
O -14.915 -16.943 -16.684
C -14.179 -17.551 -15.626
C -13.603 -18.808 -16.263
F -14.247 -19.957 -15.875
O -13.786 -18.600 -17.640
H -13.372 -16.943 -15.201
H -14.831 -17.722 -14.765
H -12.541 -18.938 -16.072
O -18.555 -12.365 -17.527
C -17.893 -13.266 -17.929
O -18.377 -14.463 -18.327
C -17.271 -15.283 -18.665
C -16.210 -14.272 -18.996
F -16.345 -13.838 -20.282
O -16.549 -13.212 -18.123
H -16.972 -15.926 -17.835
H -17.397 -16.004 -19.473
H -15.195 -14.606 -18.819
O -24.684 -14.729 -17.041
C -23.534 -14.865 -17.240
O -22.952 -14.853 -18.464
C -21.550 -15.027 -18.309
C -21.512 -15.697 -16.932
F -20.339 -15.539 -16.280
O -22.587 -15.051 -16.277
H -21.078 -15.676 -19.040
H -20.972 -14.100 -18.304
H -21.727 -16.760 -17.022
O -20.165 -18.066 -18.115
C -19.288 -18.664 -17.573
O -18.198 -18.128 -16.964
C -17.346 -19.221 -16.630
C -18.321 -20.387 -16.534
F -18.911 -20.439 -15.293
O -19.307 -20.018 -17.430
H -16.732 -19.417 -17.525
H -16.657 -19.066 -15.812
H -17.871 -21.348 -16.756
O -18.101 -21.441 -19.821
C -17.445 -20.731 -20.483
O -16.820 -21.080 -21.633
C -16.183 -19.928 -22.195
C -16.125 -18.959 -21.015
F -16.352 -17.687 -21.411
O -17.170 -19.417 -20.171
H -15.204 -20.158 -22.600
H -16.814 -19.489 -22.971
H -15.194 -19.001 -20.449
C -22.959 -14.406 -22.452
O -21.947 -14.844 -21.562
P -20.428 -14.549 -21.838
O -20.050 -14.506 -23.237
O -20.169 -13.251 -20.991
C -19.102 -12.360 -21.379
O -19.718 -15.670 -20.986
C -19.555 -16.963 -21.605
H -23.457 -15.271 -22.892
H -22.592 -13.771 -23.257
H -23.715 -13.855 -21.890
H -19.553 -11.395 -21.608
H -18.590 -12.703 -22.276
H -18.416 -12.270 -20.543
H -18.915 -16.886 -22.483
H -20.522 -17.348 -21.939
H -19.130 -17.616 -20.852
C -13.572 -11.560 -19.241
O -12.951 -11.073 -20.425
P -11.409 -11.250 -20.692
O -10.970 -10.726 -21.974
O -10.665 -10.626 -19.435
C -10.530 -9.205 -19.356
O -11.228 -12.793 -20.414
C -9.935 -13.358 -20.251
H -13.954 -12.574 -19.378
H -14.373 -10.874 -18.991
H -12.849 -11.640 -18.423
H -9.477 -8.986 -19.184
H -11.058 -8.883 -18.458
H -10.891 -8.704 -20.248
H -9.138 -12.618 -20.360
H -9.778 -14.134 -20.997
H -9.832 -13.781 -19.251
C -17.139 -9.717 -18.395
O -16.886 -8.337 -18.660
P -18.048 -7.298 -18.412
O -18.503 -7.148 -17.039
O -17.362 -6.042 -19.072
C -18.110 -4.838 -19.071
O -19.218 -7.672 -19.412
C -18.883 -7.880 -20.796
H -16.750 -10.334 -19.208
H -18.179 -9.989 -18.223
H -16.580 -9.997 -17.499
H -18.399 -4.566 -20.090
H -17.539 -4.024 -18.634
H -19.050 -4.939 -18.518
H -18.940 -6.928 -21.321
H -19.642 -8.550 -21.190
H -17.897 -8.325 -20.908
C -12.640 -14.183 -16.475
O -12.240 -14.940 -15.345
P -11.792 -14.266 -13.989
O -11.355 -15.248 -13.011
O -10.746 -13.211 -14.467
C -10.051 -12.423 -13.519
O -12.998 -13.342 -13.530
C -14.271 -14.001 -13.410
H -12.745 -13.125 -16.215
H -13.642 -14.501 -16.765
H -11.897 -14.290 -17.259
H -8.975 -12.501 -13.663
H -10.280 -12.710 -12.489
H -10.325 -11.369 -13.608
H -14.836 -13.547 -12.597
H -14.181 -15.044 -13.085
H -14.818 -13.936 -14.345
C -19.042 -9.546 -14.753
O -19.913 -9.366 -13.628
P -20.639 -10.506 -12.829
O -19.896 -11.205 -11.777
O -21.924 -9.740 -12.341
C -22.167 -9.488 -10.944
O -21.154 -11.484 -13.946
C -21.974 -11.121 -15.050
H -18.127 -8.999 -14.540
H -19.484 -9.107 -15.648
H -18.822 -10.587 -14.979
H -21.644 -8.587 -10.643
H -21.888 -10.360 -10.353
H -23.244 -9.384 -10.831
H -21.587 -11.646 -15.926
H -21.925 -10.049 -15.241
H -23.004 -11.443 -14.901
```

Output
SMILES: O=C1OC[C@@H](F)O1.O=C1OC[C@@H](F)O1.O=C1OC[C@@H](F)O1.O=C1OC[C@@H](F)O1.O=C1OC[C@@H](F)O1.O=C1OC[C@@H](F)O1.COP(=O)(OC)OC.COP(=O)(OC)OC.COP(=O)(OC)OC.COP(=O)(OC)OC.COP(=O)(OC)OC
E: -175810.54630 eV
Energy above the lowest of the compared OMol25 structures with the same formula, charge and spin: 0.0 kJ/mol
Total charge: 0
LUMO energy: 0.01 eV
Frontier orbital gap: 10.5 eV

2.
The following is a quantum chemistry calculation of a structure of composition C22H33N2STi in a non-equilibrium geometry, from the OMol25 dataset.

Structure (XYZ):
```
59
Properties=species:S:1:pos:R:3
C 1.339 -1.694 0.531
C 1.868 -1.050 -0.644
C 0.928 -1.243 -1.722
C -0.163 -2.032 -1.223
C 0.058 -2.263 0.184
Ti -0.075 -0.012 0.024
C -1.994 1.647 -1.752
C -2.001 1.094 -0.342
H -2.075 1.871 0.432
C -2.256 -0.243 0.022
H -2.692 -0.960 -0.681
H -2.499 -0.468 1.070
C -2.810 2.935 -1.832
H -2.428 3.681 -1.126
H -2.765 3.367 -2.837
H -3.859 2.729 -1.586
C -2.468 0.655 -2.802
H -1.795 -0.209 -2.886
H -3.475 0.287 -2.556
H -2.515 1.128 -3.792
C 3.230 -0.472 -0.753
H 3.474 0.135 0.128
H 3.993 -1.262 -0.830
H 3.323 0.166 -1.636
C 1.156 -0.853 -3.137
H 1.669 0.113 -3.199
H 1.775 -1.601 -3.658
H 0.213 -0.763 -3.689
C -1.195 -2.713 -2.050
H -1.286 -2.261 -3.043
H -0.931 -3.772 -2.204
H -2.181 -2.698 -1.570
C -0.793 -3.092 1.081
H -1.833 -3.118 0.735
H -0.429 -4.131 1.114
H -0.787 -2.712 2.112
C 2.084 -1.897 1.803
H 1.423 -2.200 2.623
H 2.841 -2.689 1.683
H 2.618 -0.987 2.108
C 0.653 1.969 -1.294
C -0.391 2.098 -2.160
C 1.972 2.349 -1.635
C -0.156 2.498 -3.474
H 0.049 2.046 -0.286
C 2.213 2.724 -2.953
H 2.739 2.339 -0.856
C 1.152 2.798 -3.874
H -0.978 2.573 -4.192
H 3.226 2.977 -3.267
H 1.346 3.114 -4.899
N -0.710 -0.772 3.797
C 0.212 0.176 3.553
N 1.115 0.448 4.502
S 0.239 1.162 2.104
H -0.801 -1.159 4.732
H -1.478 -0.910 3.148
H 1.793 1.180 4.330
H 1.121 -0.019 5.402
```

Output
E: -60275.01014 eV
Total charge: +1
LUMO energy (alpha / beta): -2.89 / -2.77 eV
Frontier orbital gap (alpha / beta): 7.1 / 7.1 eV

3.
The following is a quantum chemistry calculation of a cluster of 2 separate species, C11H9N2O in total in a non-equilibrium geometry, from the OMol25 dataset.

Structure (XYZ):
```
23
Properties=species:S:1:pos:R:3
C -2.943 -0.264 -0.926
C 0.729 2.123 0.911
C -2.372 1.006 -0.849
C -0.367 2.206 0.126
C -2.317 -1.480 -0.604
C 1.255 0.858 1.239
C -1.074 1.072 -0.265
C -1.092 -1.370 -0.050
C -0.487 -0.132 0.095
C -0.096 -2.279 0.443
C 0.975 -1.576 0.820
N 0.723 -0.205 0.734
N 4.059 -0.590 -1.090
O 3.331 0.387 -0.916
H -4.023 -0.304 -1.116
H 1.359 2.850 1.359
H -2.846 1.933 -1.314
H -0.745 3.159 -0.139
H -2.950 -2.381 -0.513
H 2.192 0.790 1.827
H -0.278 -3.370 0.217
H 1.822 -2.054 1.364
H 5.145 -0.380 -1.354
```

Output
E: -16570.23118 eV
Energy above the lowest of the compared OMol25 structures with the same formula, charge and spin: 56.3 kJ/mol
Total charge: +1
LUMO energy: -5.20 eV
Frontier orbital gap: 7.5 eV

4.
The following is a quantum chemistry calculation of a cluster of 2 separate species, C2H5F2N3 in total in a non-equilibrium geometry, from the OMol25 dataset.

Structure (XYZ):
```
12
Properties=species:S:1:pos:R:3
C -2.227 -0.097 -0.072
C 0.926 -0.140 0.229
N -0.226 -0.715 -0.280
N -2.512 1.013 -0.483
N 2.147 -0.665 0.088
F -2.785 -1.024 0.513
F 0.817 0.981 0.833
H -0.275 -1.472 -0.917
H -2.033 1.778 -0.936
H -3.534 1.141 -0.354
H 2.466 -1.577 -0.089
H 2.924 0.021 0.250
```

Output
E: -12037.80844 eV
Energy above the lowest of the compared OMol25 structures with the same formula, charge and spin: 294.9 kJ/mol
Total charge: +2
LUMO energy: -11.43 eV
Frontier orbital gap: 8.9 eV